{"formula": "C22H56N4OSSi2", "method": "wB97M-V/def2-TZVPD", "charge": 0, "e_homo_ev": -8.1277, "energy_ha": -2143.20057, "spin_multiplicity": 1, "symbols": ["C", "C", "Si", "S", "O", "Si", "N", "C", "C", "H", "H", "H", "H", "H", "H", "H", "H", "H", "H", "H", "C", "C", "N", "C", "C", "C", "C", "H", "H", "H", "H", "H", "H", "H", "H", "H", "H", "H", "H", "H", "H", "H", "C", "C", "N", "C", "C", "C", "C", "H", "H", "H", "H", "H", "H", "H", "H", "H", "H", "H", "H", "H", "H", "H", "C", "C", "N", "C", "C", "C", "C", "H", "H", "H", "H", "H", "H", "H", "H", "H", "H", "H", "H", "H", "H", "H"], "xyz": [[3.407, 1.410, -0.809], [3.665, 0.109, -0.734], [3.645, -1.832, -0.833], [4.172, -2.325, -2.870], [2.073, -2.516, -0.534], [0.825, -1.306, -0.407], [-0.845, -1.966, -0.697], [-1.634, -0.726, -1.109], [-3.160, -1.078, -1.527], [2.882, 2.437, -0.929], [4.710, -2.360, 0.015], [3.427, -1.429, -3.668], [0.834, -0.569, 0.875], [1.035, -0.313, -1.486], [-0.800, -2.637, -1.495], [-1.681, -0.068, -0.152], [-1.090, -0.109, -1.925], [-3.336, -2.193, -1.756], [-3.378, -0.473, -2.496], [-3.854, -0.679, -0.680], [-0.738, 3.489, 0.732], [0.288, 4.578, 1.021], [0.519, 5.487, -0.099], [1.690, 6.343, 0.084], [1.653, 7.357, 1.226], [-0.662, 6.152, -0.644], [-1.493, 7.012, 0.306], [-0.465, 2.913, -0.158], [-0.790, 2.795, 1.576], [-1.741, 3.899, 0.588], [1.229, 4.070, 1.260], [-0.014, 5.118, 1.927], [1.900, 6.875, -0.851], [2.561, 5.695, 0.237], [1.014, 8.208, 0.990], [2.660, 7.755, 1.395], [1.316, 6.916, 2.167], [-1.319, 5.389, -1.074], [-0.369, 6.765, -1.505], [-1.658, 6.531, 1.273], [-2.478, 7.197, -0.135], [-1.035, 7.987, 0.475], [-3.265, -6.240, -6.860], [-2.074, -5.944, -5.955], [-2.215, -4.717, -5.175], [-0.971, -4.297, -4.531], [-0.387, -5.212, -3.456], [-3.412, -4.612, -4.346], [-3.643, -5.695, -3.293], [-3.471, -5.401, -7.530], [-3.051, -7.117, -7.479], [-4.170, -6.460, -6.288], [-1.198, -5.847, -6.606], [-1.892, -6.815, -5.314], [-1.104, -3.295, -4.106], [-0.213, -4.169, -5.313], [-0.945, -5.143, -2.522], [0.641, -4.906, -3.234], [-0.354, -6.258, -3.770], [-4.286, -4.589, -5.007], [-3.428, -3.634, -3.852], [-3.450, -6.700, -3.674], [-4.688, -5.668, -2.964], [-3.029, -5.533, -2.407], [3.145, -0.456, 3.399], [2.265, -0.705, 4.618], [2.414, 0.298, 5.670], [1.787, -0.092, 6.932], [0.268, -0.249, 6.948], [2.204, 1.687, 5.271], [0.851, 2.053, 4.662], [4.199, -0.373, 3.681], [3.050, -1.289, 2.695], [2.856, 0.453, 2.863], [2.552, -1.682, 5.021], [1.222, -0.797, 4.288], [2.076, 0.619, 7.714], [2.228, -1.046, 7.247], [-0.237, 0.717, 6.946], [-0.037, -0.763, 7.866], [-0.101, -0.840, 6.107], [2.985, 1.961, 4.553], [2.390, 2.344, 6.129], [0.508, 1.321, 3.927], [0.931, 3.016, 4.146], [0.082, 2.167, 5.426]], "forces_ev_per_a": [[0.1, -6.7, 0.2], [-2.0, 7.0, -0.4], [-1.6, 0.9, -1.0], [-0.5, 0.7, -0.6], [0.8, 2.8, 0.3], [-0.7, -1.4, -0.6], [1.3, 1.0, -0.9], [-0.6, 0.0, 0.6], [0.3, 1.1, -0.2], [1.6, -2.2, 0.3], [-0.2, -0.2, 0.1], [0.7, -0.8, 1.3], [0.1, -0.3, 0.0], [0.2, -0.1, 0.0], [-0.2, 0.7, 0.7], [0.1, -0.9, -1.7], [-1.0, -1.0, 1.1], [0.4, 1.8, 0.6], [0.1, -1.1, 1.7], [1.1, -1.0, -1.7], [-0.1, 0.0, 0.0], [-0.1, 0.0, -0.1], [0.3, 0.1, -0.2], [0.1, -0.2, 0.0], [0.1, 0.3, 0.1], [-0.2, -0.3, -0.1], [-0.2, 0.2, 0.0], [0.0, 0.1, 0.0], [0.0, 0.1, -0.1], [0.1, 0.0, 0.0], [0.1, 0.3, -0.1], [0.0, 0.0, 0.1], [-0.2, -0.1, 0.0], [-0.2, -0.1, 0.0], [0.0, -0.1, 0.1], [-0.1, -0.1, 0.0], [0.0, 0.0, -0.1], [0.1, -0.1, 0.1], [0.2, -0.1, 0.2], [0.0, 0.0, 0.0], [0.1, 0.0, 0.0], [0.0, -0.1, 0.1], [-0.1, 0.0, 0.0], [-0.2, 0.1, 0.0], [0.2, 0.3, 0.0], [0.1, 0.0, -0.2], [0.2, 0.1, 0.2], [-0.2, -0.1, -0.3], [-0.2, 0.0, 0.3], [0.0, 0.0, 0.1], [0.0, 0.1, 0.1], [0.0, 0.0, -0.1], [0.1, 0.2, 0.2], [0.0, -0.1, 0.0], [-0.2, -0.1, -0.1], [-0.2, -0.1, -0.1], [0.0, -0.1, 0.0], [-0.1, 0.0, 0.0], [0.0, 0.1, 0.0], [0.1, -0.1, -0.1], [0.3, 0.0, -0.1], [0.0, 0.1, 0.0], [0.1, 0.0, 0.0], [0.0, -0.1, -0.1], [0.0, 0.1, -0.1], [0.1, 0.1, -0.1], [0.1, 0.0, 0.3], [0.2, -0.2, 0.0], [-0.2, 0.0, 0.2], [0.3, 0.0, -0.2], [-0.2, 0.3, 0.0], [-0.1, 0.0, 0.0], [0.0, 0.0, 0.1], [0.1, -0.1, 0.0], [-0.1, 0.1, 0.2], [-0.1, -0.1, -0.1], [0.0, 0.1, -0.2], [0.0, 0.0, -0.2], [0.0, -0.1, -0.1], [0.0, 0.0, -0.1], [0.0, 0.0, 0.0], [0.0, -0.2, 0.0], [0.0, -0.3, 0.1], [0.0, 0.0, 0.0], [0.0, -0.1, 0.0], [0.0, -0.1, -0.1]]}

***

{"formula": "C13H38FHfN2O7", "method": "wB97M-V/def2-TZVPD", "charge": 3, "e_homo_ev": -16.2614, "energy_ha": -1300.42123, "spin_multiplicity": 1, "de_lowest_ev": 16.882, "symbols": ["Hf", "F", "C", "O", "H", "H", "H", "H", "C", "C", "C", "O", "C", "N", "H", "H", "H", "H", "H", "H", "H", "H", "H", "H", "H", "C", "C", "C", "O", "C", "N", "H", "H", "H", "H", "H", "H", "H", "H", "H", "H", "H", "C", "C", "O", "O", "H", "H", "H", "H", "H", "H", "C", "C", "O", "O", "H", "H", "H", "H", "H", "H"], "xyz": [[-1.651, 2.378, 0.435], [1.246, 0.062, 0.552], [3.523, -3.056, -5.925], [3.023, -1.971, -5.164], [2.864, -3.140, -6.789], [4.524, -2.927, -6.336], [3.393, -4.015, -5.424], [3.257, -2.150, -4.250], [-1.560, -0.063, 7.156], [-0.880, 0.896, 6.101], [0.703, 0.949, 6.274], [1.222, 1.907, 5.431], [2.524, 2.153, 5.790], [-1.249, 0.514, 4.702], [-0.941, -0.919, 7.422], [-2.571, -0.341, 6.857], [-1.640, 0.450, 8.114], [-1.258, 1.909, 6.240], [1.118, 0.005, 5.919], [1.048, 1.062, 7.301], [2.723, 2.220, 6.860], [2.917, 3.065, 5.340], [3.177, 1.326, 5.514], [-2.218, 0.321, 4.911], [-0.936, -0.446, 4.718], [-3.935, -2.043, -3.815], [-3.580, -0.687, -3.243], [-4.821, 0.210, -3.384], [-4.351, 1.543, -3.062], [-5.036, 2.610, -3.768], [-3.438, -0.740, -1.815], [-4.833, -2.479, -3.378], [-3.141, -2.768, -3.634], [-3.981, -1.913, -4.896], [-2.802, -0.226, -3.852], [-5.577, 0.104, -2.606], [-5.223, 0.204, -4.398], [-5.060, 3.472, -3.102], [-5.983, 2.322, -4.226], [-4.433, 2.879, -4.635], [-2.796, -1.493, -1.615], [-4.272, -1.201, -1.481], [3.292, -4.339, 1.717], [3.084, -4.733, 0.247], [2.007, -4.088, -0.313], [3.804, -3.073, 1.909], [3.954, -5.054, 2.206], [2.294, -4.342, 2.156], [2.896, -5.795, 0.087], [3.890, -4.280, -0.330], [2.123, -3.156, -0.113], [3.195, -2.447, 1.508], [2.602, 4.235, -1.806], [1.871, 4.113, -3.139], [0.665, 3.362, -2.891], [1.774, 4.453, -0.736], [3.511, 4.829, -1.894], [3.137, 3.286, -1.773], [2.487, 3.566, -3.853], [1.831, 5.084, -3.632], [0.479, 3.076, -3.789], [2.004, 5.322, -0.401]], "forces_ev_per_a": [[1.7, -1.3, -0.4], [-1.4, 0.9, 0.0], [-1.5, -0.4, -0.7], [0.5, -0.3, 0.0], [0.1, 0.2, -0.3], [0.4, 0.2, 0.3], [0.5, 0.1, 0.4], [0.0, 0.2, 0.3], [0.9, 0.8, 0.3], [1.1, 0.5, 0.4], [-2.5, -1.0, -0.4], [-0.3, 0.5, 0.3], [2.0, 1.1, 0.0], [0.2, -0.6, 2.1], [-0.1, -0.3, -0.6], [0.2, -0.1, -0.1], [-0.1, 0.3, -0.1], [0.1, 0.0, 0.2], [-0.1, -0.8, 0.0], [-0.2, 0.2, 0.1], [-0.5, 0.1, 0.4], [-0.3, -0.1, -0.2], [0.1, -0.4, -0.5], [-1.0, 0.4, -1.0], [0.6, -0.6, -1.0], [0.6, -0.6, -0.5], [-2.6, 0.6, -0.2], [0.9, 1.8, -0.3], [-0.6, 0.6, -0.8], [1.0, -0.5, -0.2], [1.5, -0.9, 0.8], [-0.2, 0.2, -0.2], [0.2, 0.1, 0.1], [-0.5, -0.3, 0.0], [0.5, 0.0, 0.7], [-0.3, -1.1, -0.3], [-0.2, -0.1, 0.1], [-0.4, -0.1, -0.1], [-0.3, -0.1, 0.7], [0.4, 0.2, -0.1], [1.0, 0.1, 0.3], [-0.8, 0.4, 0.3], [0.4, 0.0, 1.5], [-0.5, -0.2, -1.5], [-1.2, 0.3, 0.2], [0.4, -0.1, -0.4], [0.0, 0.0, -0.1], [-0.4, -0.6, 0.1], [0.5, 0.0, 0.3], [1.3, -0.7, 0.3], [-0.4, 0.6, -0.5], [-0.1, 0.7, 0.3], [1.7, -1.6, -2.1], [0.7, -0.1, 0.6], [0.5, 0.9, -0.8], [-0.4, 0.6, 0.9], [-0.5, 1.1, 0.2], [-0.5, -0.8, 0.9], [0.2, -0.4, 0.2], [-1.2, 0.4, 0.2], [-0.7, -0.4, 0.0], [-0.2, 0.1, 0.3]]}

***

{"formula": "C4H12N2S", "method": "wB97M-V/def2-TZVPD", "charge": 0, "e_homo_ev": [-7.2857, -6.7662], "energy_ha": -667.12427, "spin_multiplicity": 1, "de_lowest_ev": 4.642, "symbols": ["C", "C", "C", "C", "N", "N", "S", "H", "H", "H", "H", "H", "H", "H", "H", "H", "H", "H", "H"], "xyz": [[1.565, -1.202, -0.982], [0.472, -0.964, 1.257], [-2.232, 1.418, 0.452], [1.044, -0.279, 0.036], [-1.888, 0.399, -0.584], [-0.823, 0.449, -1.398], [1.966, 1.221, 0.481], [0.791, -1.670, -1.598], [2.428, -0.713, -1.600], [1.968, -2.155, -0.486], [-0.327, -1.559, 0.876], [1.202, -1.692, 1.691], [0.161, -0.175, 1.981], [-3.019, 1.041, 1.132], [-1.219, 1.704, 1.143], [-2.481, 2.362, -0.045], [-1.984, -0.603, -0.143], [-0.511, 1.419, -1.620], [2.887, 0.999, -0.594]], "forces_ev_per_a": [[2.3, -1.0, -0.6], [0.7, 1.1, -0.2], [3.3, 0.4, 0.9], [0.2, 0.8, 1.0], [-1.1, -1.8, 2.1], [0.7, -0.1, 0.4], [1.0, -1.4, -2.2], [0.0, 0.7, -0.4], [-1.8, -1.2, 0.8], [0.1, 1.3, -0.3], [-1.1, -0.5, 0.2], [-0.3, 0.7, -0.1], [0.0, -1.0, -0.2], [0.4, 0.3, -0.6], [-2.6, -0.9, -1.6], [-0.3, -0.3, 0.2], [0.3, 2.6, -1.5], [-0.7, -0.6, 0.7], [-1.1, 0.7, 1.6]]}

***

{"formula": "C10H36N4O8", "method": "wB97M-V/def2-TZVPD", "charge": 0, "smiles": "NC(N)=O.NC(N)=O.CCO.CCO.CO.CO.CO.CO", "e_homo_ev": -8.9803, "energy_ha": -1223.38403, "spin_multiplicity": 1, "de_lowest_ev": 4.570, "symbols": ["C", "C", "O", "H", "H", "H", "H", "H", "H", "C", "C", "O", "H", "H", "H", "H", "H", "H", "C", "O", "N", "N", "H", "H", "H", "H", "C", "O", "N", "N", "H", "H", "H", "H", "C", "O", "H", "H", "H", "H", "C", "O", "H", "H", "H", "H", "C", "O", "H", "H", "H", "H", "C", "O", "H", "H", "H", "H"], "xyz": [[2.202, -1.421, 3.282], [3.174, -2.375, 2.574], [2.506, -3.556, 2.428], [1.331, -1.295, 2.620], [2.751, -0.423, 3.329], [1.670, -1.717, 4.259], [4.100, -2.411, 3.058], [3.367, -2.131, 1.559], [3.108, -4.006, 1.896], [1.714, -1.875, -1.104], [1.867, -0.885, -2.291], [0.772, -0.042, -2.240], [2.200, -2.820, -1.454], [0.711, -2.069, -0.722], [2.325, -1.380, -0.278], [1.946, -1.392, -3.235], [2.769, -0.221, -2.241], [0.424, 0.277, -3.111], [-2.521, 1.293, -2.974], [-2.342, 0.393, -1.991], [-3.288, 1.076, -3.956], [-1.746, 2.268, -3.269], [-3.867, 0.249, -3.910], [-3.627, 1.679, -4.703], [-1.135, 2.543, -2.495], [-2.145, 3.086, -3.807], [-0.324, 0.801, 1.309], [-0.219, 1.260, 2.608], [-1.439, 0.578, 0.751], [0.642, 0.667, 0.466], [-2.129, 0.973, 1.344], [-1.631, 0.628, -0.268], [1.587, 0.955, 0.759], [0.522, 0.142, -0.365], [-1.424, -2.715, 1.214], [-1.696, -2.012, -0.021], [-0.767, -2.116, 1.839], [-0.890, -3.571, 0.862], [-2.287, -2.961, 1.786], [-1.525, -1.136, 0.020], [-4.871, -1.016, -0.570], [-4.546, -2.150, 0.137], [-4.259, -0.242, -0.233], [-5.867, -0.836, -0.311], [-4.832, -1.120, -1.659], [-3.662, -2.231, -0.111], [0.168, 3.983, -0.309], [0.193, 2.832, -1.139], [-0.394, 3.669, 0.594], [-0.302, 4.810, -0.797], [1.191, 4.306, 0.004], [0.429, 2.060, -0.644], [3.163, 2.260, 1.937], [3.471, 0.978, 1.284], [4.031, 2.732, 2.049], [2.788, 2.175, 3.032], [2.550, 2.916, 1.313], [4.062, 0.534, 1.893]], "forces_ev_per_a": [[-0.1, 1.3, -0.2], [-2.3, 1.9, 0.8], [-1.5, -1.5, 1.4], [0.4, 0.3, 0.0], [-1.2, -1.0, 0.5], [1.7, 0.1, -1.2], [1.6, -0.5, 1.2], [0.4, 1.7, -1.0], [0.9, -2.3, -1.5], [2.7, 0.6, 0.0], [0.6, 0.0, 0.4], [-2.1, 1.5, -1.2], [-0.4, 0.5, 0.8], [-0.1, 0.1, -0.6], [-0.8, -1.2, -0.7], [-0.2, -0.5, -0.5], [-0.2, -0.9, 0.4], [0.7, -0.6, 1.2], [2.0, -5.4, 5.0], [-0.7, 3.8, -3.3], [-6.3, -3.2, -4.0], [3.2, 5.9, 1.0], [0.1, 0.0, 0.3], [0.9, 0.2, 0.6], [0.3, 0.3, -0.2], [0.8, -1.6, 0.8], [2.2, 3.4, 7.9], [-0.2, -2.2, -6.0], [-5.5, -0.2, -1.1], [5.1, 0.7, 0.1], [-1.3, -0.2, 0.2], [0.2, 0.2, 0.3], [-0.6, -1.0, -0.2], [0.0, -0.4, -0.9], [1.0, 1.4, -1.2], [-1.3, -5.2, -0.3], [0.2, 0.0, 0.2], [0.3, -0.9, 0.4], [-0.9, -0.2, 0.1], [0.6, 4.0, 0.8], [-1.0, -0.3, -0.7], [-1.5, -1.1, 0.5], [0.9, 1.8, 0.1], [-1.7, 0.8, 0.2], [0.3, -0.1, 0.0], [2.9, -1.1, -0.1], [0.6, -1.3, 1.6], [-0.3, 1.7, -1.8], [0.2, 0.8, -0.1], [-0.4, 0.3, -0.5], [-0.6, -0.2, -0.3], [0.3, -0.7, 0.7], [-2.4, -2.0, 1.3], [-0.8, 1.3, 0.4], [3.7, 2.2, 0.3], [-0.1, -0.3, -2.1], [-0.3, -0.7, 0.1], [0.1, -0.3, 0.0]]}

***

- Which value of charge does entry 2 give?
  +3

***

- What is the formula in the fourth record?
  C10H36N4O8

***

What did the third record say?
{"formula": "C4H12N2S", "method": "wB97M-V/def2-TZVPD", "charge": 0, "e_homo_ev": [-7.2857, -6.7662], "energy_ha": -667.12427, "spin_multiplicity": 1, "de_lowest_ev": 4.642, "symbols": ["C", "C", "C", "C", "N", "N", "S", "H", "H", "H", "H", "H", "H", "H", "H", "H", "H", "H", "H"], "xyz": [[1.565, -1.202, -0.982], [0.472, -0.964, 1.257], [-2.232, 1.418, 0.452], [1.044, -0.279, 0.036], [-1.888, 0.399, -0.584], [-0.823, 0.449, -1.398], [1.966, 1.221, 0.481], [0.791, -1.670, -1.598], [2.428, -0.713, -1.600], [1.968, -2.155, -0.486], [-0.327, -1.559, 0.876], [1.202, -1.692, 1.691], [0.161, -0.175, 1.981], [-3.019, 1.041, 1.132], [-1.219, 1.704, 1.143], [-2.481, 2.362, -0.045], [-1.984, -0.603, -0.143], [-0.511, 1.419, -1.620], [2.887, 0.999, -0.594]], "forces_ev_per_a": [[2.3, -1.0, -0.6], [0.7, 1.1, -0.2], [3.3, 0.4, 0.9], [0.2, 0.8, 1.0], [-1.1, -1.8, 2.1], [0.7, -0.1, 0.4], [1.0, -1.4, -2.2], [0.0, 0.7, -0.4], [-1.8, -1.2, 0.8], [0.1, 1.3, -0.3], [-1.1, -0.5, 0.2], [-0.3, 0.7, -0.1], [0.0, -1.0, -0.2], [0.4, 0.3, -0.6], [-2.6, -0.9, -1.6], [-0.3, -0.3, 0.2], [0.3, 2.6, -1.5], [-0.7, -0.6, 0.7], [-1.1, 0.7, 1.6]]}

***

- Number 1 is which compound?
  C22H56N4OSSi2